The following is a quantum chemistry calculation of 3 unconnected molecules or ions with the total composition H6O2S in a non-equilibrium geometry, from OMol25.

```
9
Properties=species:S:1:pos:R:3:forces:R:3:mulliken_charge:R:1
S -1.494 0.254 -0.373 -2.4 0.4 -0.3 -0.33
O 1.698 0.263 -1.559 -0.1 0.3 -0.8 -0.61
O 0.742 -0.904 1.968 -0.4 0.3 -0.1 -0.58
H 0.272 -1.280 2.719 0.1 -0.1 0.0 0.30
H 1.048 0.920 -1.329 -0.3 0.7 -0.2 0.28
H -2.851 0.596 -0.638 1.6 -0.5 0.9 0.18
H 0.072 -0.339 1.552 0.3 -0.2 0.1 0.28
H -1.318 0.632 -1.620 0.7 0.0 -0.7 0.14
H 1.830 -0.142 -0.720 0.5 -0.9 1.1 0.33
```
Positions in Å, forces in eV/Å.

As for the structure (SMILES): O.O.S. Its LUMO energy is 0.4 eV. The calculation puts the relative energy (zero: lowest compared OMol25 entry of this formula, charge and spin) at 44.61 kJ/mol.

The following is a quantum chemistry calculation of 6 unconnected molecules or ions with the total composition C32H72N4O6 in a non-equilibrium geometry, from OMol25.

```
114
Properties=species:S:1:pos:R:3:forces:R:3:mulliken_charge:R:1
O 2.488 -1.771 -0.508 -0.1 0.6 0.4 0.16
O 0.549 -0.844 5.344 0.6 0.0 0.7 -0.42
O 4.302 4.542 -0.477 0.5 -1.3 0.6 -0.35
O -3.930 -2.957 -0.958 1.3 -1.1 -0.2 -0.15
O 0.720 5.130 -3.139 0.6 0.3 0.7 -0.53
O -2.195 3.626 1.737 -1.6 1.1 0.3 -0.62
N -1.420 2.572 1.392 2.9 0.0 0.2 0.74
N 1.938 3.588 1.022 0.5 -0.2 -0.6 -0.39
N 4.397 -0.758 -3.550 0.0 -2.0 -1.2 -0.80
N -2.921 -3.943 -0.614 0.9 -1.6 1.4 -0.46
C -0.861 2.330 3.765 -0.1 -0.5 -0.4 -1.79
C -2.464 -6.210 0.390 0.1 1.0 -1.9 -1.42
C 3.812 4.646 -1.811 0.1 1.2 1.1 -0.41
C -1.679 -4.021 -1.524 -2.4 -0.8 -2.0 4.16
C 2.250 -1.328 6.976 0.1 0.9 -0.5 -1.39
C -2.506 0.585 2.640 0.8 1.4 1.1 -1.82
C -0.267 0.124 0.611 -0.6 -1.0 1.8 1.51
C 0.240 4.530 -4.062 -0.1 -1.2 0.0 1.40
C -1.448 3.412 -0.977 -1.0 -0.1 1.5 -1.24
C -4.363 -4.942 1.169 -1.1 1.5 0.2 -2.36
C -3.584 -5.209 -0.104 -0.3 -1.2 -1.1 2.33
C 1.422 -1.607 5.722 -0.9 0.9 -0.3 0.79
C 3.188 -1.791 -1.743 1.7 0.5 1.2 -1.28
C 2.130 5.014 0.754 0.6 -0.6 0.2 1.27
C -4.566 -5.961 -1.193 1.4 1.9 1.1 -1.72
C 3.639 5.273 0.549 -0.5 0.8 -0.9 -1.14
C 1.627 5.697 1.990 -0.1 0.9 0.2 -1.87
C 2.913 0.759 -2.481 -0.9 0.3 1.0 -0.36
C -2.266 -4.265 -3.048 1.5 0.3 1.5 -2.11
C 3.217 -1.326 0.643 0.3 0.0 -0.4 -0.86
C 0.222 2.972 -4.071 -1.0 0.9 -0.2 -1.40
C -1.449 -6.479 -0.745 0.5 1.1 0.9 -0.72
C -0.522 5.312 -5.115 0.0 -1.5 -0.2 -1.65
C -1.343 1.605 2.505 3.0 -2.2 -2.6 2.38
C 1.621 -2.834 4.900 0.9 -1.2 0.7 -1.10
C -0.110 0.759 1.989 0.4 -0.8 0.1 -1.41
C -0.567 1.156 -0.378 0.4 -0.4 -1.5 -0.81
C -0.710 -5.139 -1.137 -0.8 -2.2 0.4 -1.46
C -3.126 1.718 -0.143 0.3 -1.2 -2.1 -2.33
C -1.650 2.193 0.008 0.0 -0.3 -0.5 2.49
C -0.894 -2.757 -1.342 -0.8 1.3 -0.1 -3.44
C 3.836 -0.447 -2.271 -0.4 1.1 -0.7 0.44
H -0.424 1.580 4.423 -1.0 -0.2 0.6 0.40
H 0.574 2.520 -4.998 0.6 0.1 0.2 0.61
H -5.007 -5.748 1.522 0.8 -0.7 0.1 0.43
H 1.926 -1.943 7.816 0.2 -0.2 -0.1 0.38
H 0.065 -2.693 -1.855 0.1 -0.5 0.2 -0.10
H 2.577 -2.356 -2.446 -0.3 0.7 -0.3 0.25
H 3.545 -0.290 0.567 -0.4 0.3 -0.1 0.32
H 0.656 -3.223 4.575 0.2 0.3 -0.4 0.30
H -2.491 -0.265 1.959 -0.1 0.6 -0.3 0.06
H 3.833 5.715 -2.021 -0.8 0.3 -0.4 0.35
H 4.521 4.255 -2.541 0.1 -0.7 0.5 0.30
H -1.997 -5.691 1.227 0.5 0.0 -0.1 0.44
H 0.129 5.662 -5.916 0.1 0.5 0.4 0.44
H -2.300 4.073 -0.819 -0.1 0.2 -0.2 0.42
H 2.131 -3.623 5.452 -0.2 -0.2 0.4 0.49
H -1.444 -1.879 -1.682 -0.3 0.1 -0.1 0.61
H -0.815 -2.634 -0.261 0.6 0.0 0.0 0.58
H -0.773 0.576 -1.278 -0.7 0.5 -0.6 1.06
H 0.431 1.532 -0.602 -0.2 1.4 -0.1 -0.74
H 3.819 6.326 0.332 -0.4 0.5 -0.2 0.44
H 0.620 -0.485 0.430 0.3 0.5 -0.5 -0.73
H -1.158 4.592 -5.629 -0.5 0.2 0.1 0.36
H 4.150 5.158 1.504 0.2 -0.8 -0.1 0.32
H 2.140 5.267 2.850 -0.3 -0.1 0.1 0.42
H 0.053 2.900 3.596 -0.3 0.5 -0.7 0.25
H -1.519 -3.962 -3.783 -0.1 0.7 0.0 0.55
H -0.808 -7.268 -0.352 0.7 0.2 -0.2 0.46
H 4.144 -1.864 0.843 0.2 -0.6 -0.4 0.47
H 4.057 -2.430 -1.589 0.3 -0.2 -0.1 0.40
H 0.011 -4.822 -0.383 -0.3 0.1 0.4 0.39
H 0.546 5.562 2.013 0.0 -0.2 0.5 0.39
H 4.744 -0.118 -1.765 -0.5 -0.2 1.3 0.32
H 1.519 5.299 -0.102 0.2 0.4 -0.3 -0.01
H 1.782 6.775 2.024 0.2 0.1 -0.2 0.45
H 3.583 -1.056 -4.068 0.3 0.0 -1.0 0.36
H -0.576 4.007 -0.706 0.3 -0.3 -0.2 -0.14
H -3.216 1.494 -1.206 -0.2 0.5 -0.5 0.68
H -2.366 -5.315 -3.325 -0.5 -0.2 0.6 0.28
H -0.829 2.683 -4.089 -0.4 0.1 -0.1 0.41
H 2.201 3.129 0.162 0.3 -0.6 -0.1 0.22
H 3.325 -1.376 6.800 0.1 -0.9 -0.1 0.38
H 2.821 4.196 -1.878 0.0 0.2 -0.5 -0.09
H -3.395 1.213 2.581 -0.6 -0.8 0.3 0.24
H -1.841 -6.898 -1.671 -0.6 0.0 0.2 0.25
H -1.469 3.109 -2.024 0.2 -0.2 0.3 -0.21
H -1.080 6.054 -4.545 0.1 0.3 -0.6 0.38
H -0.090 -5.429 -1.985 0.0 0.5 -0.4 0.36
H 2.167 -0.276 7.248 -0.7 0.0 0.1 0.33
H 0.235 -0.082 2.591 -0.6 0.1 1.0 0.41
H 2.363 -2.670 4.118 -0.5 0.4 -0.5 0.13
H 0.777 1.391 1.942 0.0 0.4 0.0 0.20
H -4.065 -6.895 -1.449 -0.8 -0.3 0.1 0.29
H 4.858 -0.006 -4.042 -0.2 0.2 0.3 0.31
H 3.396 1.685 -2.793 0.7 -0.1 0.3 0.22
H -2.314 0.149 3.621 -0.7 0.1 0.3 0.51
H -3.422 0.720 0.179 0.4 0.2 1.0 0.04
H -1.030 -0.651 0.531 -0.4 0.0 0.7 -0.55
H -4.684 -5.372 -2.103 0.3 0.1 0.0 0.29
H -3.052 3.207 1.635 -1.2 0.8 0.3 0.43
H 0.538 2.533 -3.124 0.8 0.2 -0.3 -0.31
H 0.950 3.388 1.092 -0.5 0.0 0.3 -0.16
H -3.210 -3.728 -3.129 0.2 0.0 -0.3 0.26
H 2.622 -1.461 1.546 -0.4 0.1 -0.3 -0.06
H -2.799 -7.162 0.802 -0.8 0.1 -0.2 0.38
H -1.666 2.969 4.130 0.3 -0.1 0.6 0.35
H -3.929 2.423 0.070 0.3 0.2 0.2 0.33
H -5.151 -4.192 1.106 0.1 0.5 -0.7 0.43
H 2.171 0.660 -3.273 -0.1 -0.8 0.0 0.22
H -3.812 -2.409 -0.179 -0.3 0.5 0.0 0.24
H -5.562 -5.945 -0.751 0.1 -0.9 0.0 0.41
H 2.353 0.987 -1.574 -0.1 0.1 0.2 -0.15
H -3.704 -4.528 1.931 0.1 -0.4 0.3 0.42
```
Positions in Å, forces in eV/Å.

As for the charge: -1. As for the spin multiplicity: 2. Its LUMO energy (spin up / spin down) is 2.3 / 2.4 eV. The expectation value of S² is 0.75.

The following is a quantum chemistry calculation of a molecular structure, C4H5N3S in a non-equilibrium geometry, from OMol25.

```
13
Properties=species:S:1:pos:R:3:forces:R:3:mulliken_charge:R:1
S -4.837 0.460 -0.112 -0.4 3.1 -0.4 0.23
N -3.126 -1.223 0.167 2.8 -0.7 0.5 -0.16
N -4.385 -1.121 0.087 -2.4 -3.9 0.1 -0.40
N -3.328 1.028 0.020 -1.8 3.7 0.0 -0.39
C -2.562 -0.020 0.108 5.4 -1.0 -0.7 0.39
C -0.208 1.589 0.154 1.5 -1.1 -0.8 -0.76
C -0.032 -1.077 -0.153 2.5 -0.8 2.7 -0.92
C -0.467 0.334 -0.060 -4.2 -2.7 1.2 0.44
H -0.639 -1.754 0.478 -0.4 0.5 -0.9 0.30
H 0.871 1.865 0.117 -1.2 0.4 0.3 0.29
H -1.106 2.150 0.176 -0.2 1.5 0.2 0.39
H 1.002 -1.407 0.290 -1.3 1.5 -0.7 0.31
H 0.048 -1.378 -1.150 -0.4 -0.7 -1.6 0.29
```
Positions in Å, forces in eV/Å.

As for the spin multiplicity: 3. Its LUMO energy (spin up / spin down) is 0.5 / -3.7 eV. The expectation value of S² is 2.02. The calculation puts the relative energy (zero: lowest compared OMol25 entry of this formula, charge and spin) at 335.37 kJ/mol.

no.,electronic energy (eV)
1,-15027.139
2,-52589.085
3,-19526.145